{"formula": "C39H55Cl5N2OP2SSi2TeTi", "method": "the ωB97M-V functional and the def2-TZVPD basis", "species": ["Ti", "C", "P", "C", "C", "C", "P", "C", "C", "H", "H", "H", "H", "H", "H", "H", "H", "H", "H", "H", "H", "H", "H", "H", "H", "C", "C", "C", "C", "C", "C", "N", "N", "C", "C", "C", "C", "C", "C", "H", "H", "H", "H", "H", "H", "H", "H", "H", "C", "Si", "C", "C", "C", "Te", "C", "Si", "C", "C", "C", "H", "H", "H", "H", "H", "H", "H", "H", "H", "H", "H", "H", "H", "H", "H", "H", "H", "H", "H", "H", "H", "H", "C", "S", "O", "C", "C", "C", "C", "C", "C", "H", "H", "H", "H", "H", "H", "H", "H", "Cl", "C", "C", "C", "Cl", "C", "Cl", "C", "Cl", "C", "Cl"], "xyz": [[-1.754, 0.439, 0.275], [-0.100, 2.252, 3.924], [-0.021, 1.018, 2.546], [1.770, 1.216, 2.156], [0.054, -0.496, 3.616], [0.080, -1.775, 2.786], [-1.328, -1.753, 1.576], [-1.045, -3.342, 0.707], [-2.662, -2.310, 2.709], [0.482, 1.885, 4.770], [-1.131, 2.408, 4.243], [0.313, 3.204, 3.596], [2.374, 1.142, 3.061], [1.924, 2.201, 1.707], [2.086, 0.457, 1.440], [-0.837, -0.476, 4.253], [0.928, -0.427, 4.268], [0.008, -2.659, 3.424], [1.010, -1.834, 2.216], [-0.732, -4.102, 1.425], [-0.286, -3.234, -0.067], [-1.971, -3.649, 0.225], [-2.399, -3.287, 3.116], [-3.591, -2.387, 2.147], [-2.806, -1.603, 3.524], [1.907, 1.425, -3.975], [1.960, 1.672, -2.612], [1.048, 1.088, -1.748], [0.020, 0.266, -2.236], [-0.016, 0.016, -3.619], [0.918, 0.581, -4.467], [-0.930, -0.299, -1.371], [-1.532, -1.373, -1.905], [-2.724, -1.701, -1.339], [-3.447, -2.781, -1.886], [-4.715, -3.053, -1.425], [-5.280, -2.260, -0.423], [-4.546, -1.221, 0.139], [-3.245, -0.924, -0.267], [2.626, 1.880, -4.645], [2.738, 2.317, -2.217], [1.118, 1.260, -0.683], [-0.798, -0.622, -3.999], [0.875, 0.369, -5.528], [-2.993, -3.370, -2.675], [-5.288, -3.868, -1.850], [-6.292, -2.455, -0.086], [-5.016, -0.628, 0.922], [0.685, -4.902, -2.229], [2.507, -4.857, -1.738], [3.081, -6.617, -1.354], [3.513, -4.192, -3.191], [2.753, -3.757, -0.220], [2.029, -1.757, -0.665], [3.990, -1.085, -1.290], [5.172, -0.404, 0.014], [4.929, -1.240, 1.693], [6.934, -0.719, -0.592], [4.931, 1.464, 0.228], [0.573, -5.447, -3.170], [0.279, -3.898, -2.376], [0.073, -5.409, -1.480], [2.989, -7.244, -2.243], [2.482, -7.072, -0.563], [4.126, -6.638, -1.037], [3.417, -4.856, -4.052], [4.576, -4.120, -2.948], [3.162, -3.202, -3.490], [3.801, -3.673, 0.072], [2.200, -4.141, 0.640], [3.804, -0.335, -2.061], [4.439, -1.949, -1.785], [5.420, -2.216, 1.728], [3.869, -1.396, 1.904], [5.350, -0.631, 2.497], [7.145, -1.788, -0.669], [7.670, -0.282, 0.086], [7.089, -0.280, -1.580], [4.290, 1.698, 1.080], [4.480, 1.908, -0.663], [5.890, 1.959, 0.392], [0.552, 4.494, -0.207], [-0.611, 3.515, 0.793], [-0.945, 2.368, -0.122], [-1.929, 4.717, 0.773], [-2.364, 5.204, 2.000], [-3.339, 6.186, 2.039], [-3.875, 6.675, 0.857], [-3.450, 6.169, -0.366], [-2.483, 5.181, -0.415], [0.023, 4.916, -1.056], [1.337, 3.822, -0.548], [0.951, 5.280, 0.433], [-1.923, 4.818, 2.912], [-3.681, 6.568, 2.992], [-4.632, 7.446, 0.884], [-3.884, 6.538, -1.285], [-2.163, 4.768, -1.366], [-3.181, 1.061, 2.818], [-3.950, 1.901, 1.505], [-3.413, 1.607, 0.266], [-4.022, 2.225, -0.828], [-3.345, 1.870, -2.379], [-5.113, 3.067, -0.689], [-5.848, 3.780, -2.070], [-5.601, 3.356, 0.590], [-6.931, 4.432, 0.786], [-5.007, 2.774, 1.707], [-5.578, 3.130, 3.293]], "mulliken_charge": [-2.15, -1.41, 1.25, -1.42, -1.19, -0.12, 1.63, -1.17, -1.53, 0.49, 0.36, 0.36, 0.74, 0.49, -0.19, 0.46, 0.71, 0.74, -0.71, 0.60, -0.33, 0.42, 0.46, 0.24, 0.39, -0.66, -1.59, 1.11, -0.85, -0.84, -0.85, 2.58, -0.76, -0.19, -0.38, -0.77, -0.80, -0.51, 1.09, 0.41, 0.10, 0.88, 0.51, 0.44, 0.50, 0.39, 0.46, 0.42, -0.74, 0.24, -1.06, -1.08, -1.03, -0.86, -0.34, 0.19, -0.85, -1.17, -0.78, 0.48, 0.04, 0.26, 0.30, 0.30, 0.30, 0.39, 0.31, 0.32, 0.60, 0.52, 0.47, 0.22, 0.36, 0.06, 0.40, 0.30, 0.32, 0.32, 0.19, 0.13, 0.47, -1.16, 0.62, -0.10, 0.15, -0.18, -0.68, -0.45, -0.94, -0.28, 0.49, 0.14, 0.46, 0.31, 0.43, 0.41, 0.41, 0.37, -0.19, 0.50, -1.19, 0.87, -0.15, 0.64, -0.18, -0.01, -0.17, 0.67, -0.20], "s_squared": 2.030, "spin_multiplicity": 3, "charge": 0, "gap_ev": [6.00, 7.33], "e_tot_ev": -184553.0022}


{"formula": "C10H17Cl2FO2V", "method": "the ωB97M-V functional and the def2-TZVPD basis", "species": ["C", "C", "C", "C", "C", "C", "C", "C", "C", "C", "V", "Cl", "Cl", "O", "H", "H", "H", "H", "H", "H", "H", "H", "H", "H", "H", "H", "H", "H", "H", "H", "O", "H", "F"], "xyz": [[-1.614, 1.590, -0.393], [-2.232, 0.658, 0.500], [-2.237, -0.620, -0.138], [-2.834, 0.951, 1.803], [-1.717, -0.454, -1.461], [-1.309, 0.904, -1.617], [-0.766, 1.503, -2.863], [-1.393, 3.027, -0.126], [-2.813, -1.865, 0.395], [-1.704, -1.483, -2.528], [0.060, 0.014, 0.059], [-1.606, -1.019, 3.339], [0.426, 0.985, 2.043], [0.942, -1.087, -1.255], [-2.570, 1.955, 2.125], [-2.493, 0.127, 2.642], [-3.917, 0.974, 1.685], [-2.615, -1.914, 1.476], [-2.394, -2.741, -0.107], [-3.899, -1.865, 0.263], [-1.568, -2.489, -2.128], [-0.923, -1.286, -3.271], [-2.642, -1.498, -3.089], [-0.208, 0.776, -3.461], [-0.152, 2.382, -2.649], [-1.588, 1.849, -3.492], [-1.231, 3.210, 0.939], [-2.288, 3.585, -0.408], [-0.563, 3.436, -0.718], [1.060, -2.005, -0.955], [1.274, 1.384, -0.516], [1.918, 0.906, -1.085], [0.197, -1.559, 1.008]], "mulliken_charge": [0.72, 1.04, 0.33, -1.35, 1.13, 0.96, -2.01, -1.98, -1.65, -1.99, 1.00, -0.73, -0.45, -0.80, 0.32, 0.07, 0.34, 0.12, 0.33, 0.32, 0.39, 0.35, 0.33, 0.38, 0.33, 0.29, 0.32, 0.33, 0.34, 0.21, -0.62, 0.21, -0.56], "s_squared": 0.768, "spin_multiplicity": 2, "charge": -2, "gap_ev": [5.68, 5.66], "e_tot_ev": -68193.8008, "relative_energy_kj_mol": 0.0}


{"formula": "C13H21BrN", "method": "the ωB97M-V functional and the def2-TZVPD basis", "species": ["C", "H", "C", "C", "C", "C", "C", "N", "H", "H", "C", "C", "C", "C", "C", "C", "C", "H", "H", "Br", "H", "H", "H", "H", "H", "H", "H", "H", "H", "H", "H", "H", "H", "H", "H", "H"], "xyz": [[0.301, 6.014, 0.331], [-0.577, 5.566, -0.130], [0.963, 5.039, 1.296], [1.410, 3.738, 0.619], [2.545, 3.958, -0.401], [2.114, 3.885, -1.872], [2.236, 2.481, -2.454], [1.384, 1.521, -1.706], [0.397, 1.779, -1.832], [1.592, 1.633, -0.703], [1.556, 0.085, -2.080], [0.670, -0.772, -1.217], [-0.541, -1.255, -1.699], [-1.361, -2.022, -0.893], [-0.972, -2.302, 0.410], [0.235, -1.824, 0.906], [1.049, -1.062, 0.092], [1.996, -0.709, 0.475], [0.532, -2.054, 1.917], [-2.097, -3.347, 1.526], [-2.296, -2.404, -1.271], [-0.842, -1.048, -2.715], [2.606, -0.177, -1.938], [1.303, -0.031, -3.135], [1.940, 2.467, -3.504], [3.270, 2.137, -2.381], [2.755, 4.532, -2.471], [1.093, 4.253, -1.982], [2.975, 4.941, -0.215], [3.352, 3.241, -0.232], [0.526, 3.301, 0.145], [1.745, 3.054, 1.402], [1.827, 5.514, 1.763], [0.257, 4.790, 2.089], [-0.020, 6.902, 0.868], [0.987, 6.327, -0.452]], "mulliken_charge": [-1.12, 0.28, -0.72, -0.57, -0.89, -0.50, -0.89, 0.06, 0.45, 0.21, -1.11, 0.59, -0.43, -0.53, -0.03, -0.61, -0.25, 0.44, 0.44, -0.13, 0.44, 0.38, 0.39, 0.48, 0.43, 0.38, 0.34, 0.40, 0.50, 0.41, 0.37, 0.36, 0.37, 0.38, 0.37, 0.29], "spin_multiplicity": 1, "charge": 1, "gap_ev": 9.43, "e_tot_ev": -85348.3845, "relative_energy_kj_mol": 11.6}


{"formula": "C3H6N2O2", "method": "the ωB97M-V functional and the def2-TZVPD basis", "species": ["C", "C", "C", "N", "N", "O", "O", "H", "H", "H", "H", "H", "H"], "xyz": [[-1.243, 1.317, 0.609], [0.011, 0.869, -0.138], [-0.026, -1.612, -0.316], [2.090, -0.420, 0.039], [0.731, -0.449, 0.025], [2.615, 0.623, 0.323], [-1.268, 0.778, -0.681], [-1.679, 0.778, 1.379], [-1.249, 2.374, 0.733], [0.712, 1.562, -0.713], [-0.404, -1.427, -1.342], [0.600, -2.623, -0.357], [-0.891, -1.771, 0.440]], "mulliken_charge": [-0.48, 0.07, -0.71, -0.16, 0.44, -0.45, -0.37, 0.27, 0.27, 0.33, 0.32, 0.28, 0.20], "spin_multiplicity": 1, "charge": 0, "gap_ev": 10.10, "e_tot_ev": -10278.9794, "relative_energy_kj_mol": 561.4}


{"formula": "C40H45N4PRhSSi2", "method": "the ωB97M-V functional and the def2-TZVPD basis", "species": ["Rh", "C", "Si", "C", "C", "N", "C", "C", "C", "C", "C", "C", "N", "Si", "C", "C", "C", "H", "H", "H", "H", "H", "H", "H", "H", "H", "H", "H", "H", "H", "H", "H", "H", "H", "H", "H", "H", "H", "H", "C", "C", "C", "C", "C", "C", "C", "C", "C", "S", "C", "N", "H", "H", "H", "H", "H", "H", "H", "H", "N", "P", "C", "C", "C", "C", "C", "C", "C", "C", "C", "C", "C", "C", "C", "C", "C", "C", "C", "C", "H", "H", "H", "H", "H", "H", "H", "H", "H", "H", "H", "H", "H", "H", "H"], "xyz": [[1.036, 0.789, 0.456], [4.933, -0.830, -1.668], [3.030, -0.628, -1.816], [2.421, -1.862, -3.156], [2.691, 1.170, -2.359], [2.201, -0.878, -0.323], [2.256, -1.931, 0.500], [2.955, -3.116, 0.205], [2.996, -4.169, 1.090], [2.329, -4.084, 2.310], [1.624, -2.949, 2.634], [1.556, -1.848, 1.760], [0.869, -0.733, 2.020], [0.055, -0.264, 3.463], [1.175, -0.340, 5.017], [-1.477, -1.362, 3.822], [-0.482, 1.549, 3.219], [5.429, -0.563, -2.596], [5.213, -1.850, -1.425], [5.319, -0.188, -0.883], [2.584, -1.477, -4.158], [1.359, -2.055, -3.044], [2.941, -2.812, -3.080], [2.703, 1.284, -3.439], [3.439, 1.841, -1.945], [1.716, 1.502, -1.990], [3.461, -3.193, -0.744], [3.551, -5.064, 0.840], [2.366, -4.915, 3.002], [1.095, -2.894, 3.572], [1.464, -1.358, 5.256], [0.666, 0.071, 5.883], [2.083, 0.231, 4.858], [-1.180, -2.358, 4.133], [-2.094, -1.473, 2.936], [-2.092, -0.941, 4.611], [0.342, 2.224, 3.434], [-1.312, 1.825, 3.862], [-0.785, 1.716, 2.183], [-1.425, 2.982, -1.081], [-0.287, 3.770, -0.521], [-0.347, 5.148, -0.619], [0.681, 5.942, -0.135], [1.777, 5.309, 0.476], [2.861, 6.039, 0.993], [3.927, 5.401, 1.600], [3.927, 4.025, 1.706], [2.858, 3.274, 1.212], [2.890, 1.549, 1.464], [1.764, 3.885, 0.573], [0.749, 3.121, 0.061], [-2.135, 3.633, -1.588], [-1.946, 2.452, -0.284], [-1.062, 2.237, -1.787], [-1.208, 5.600, -1.092], [0.650, 7.019, -0.226], [2.846, 7.117, 0.902], [4.755, 5.973, 1.997], [4.741, 3.495, 2.178], [-0.590, 0.214, -0.402], [-1.726, -0.730, -0.844], [-1.550, -1.305, -2.573], [-0.802, -0.513, -3.439], [-0.670, -0.861, -4.768], [-1.271, -2.019, -5.244], [-1.988, -2.830, -4.377], [-2.133, -2.477, -3.049], [-2.149, -2.264, 0.083], [-3.461, -2.605, 0.404], [-3.727, -3.773, 1.089], [-2.692, -4.621, 1.454], [-1.382, -4.281, 1.144], [-1.114, -3.114, 0.456], [-3.327, 0.157, -0.804], [-3.733, 0.611, 0.455], [-4.792, 1.487, 0.569], [-5.420, 1.972, -0.572], [-4.986, 1.563, -1.826], [-3.961, 0.644, -1.941], [-0.318, 0.367, -3.042], [-0.104, -0.228, -5.437], [-1.174, -2.293, -6.285], [-2.450, -3.737, -4.745], [-2.695, -3.111, -2.377], [-4.272, -1.955, 0.110], [-4.749, -4.037, 1.326], [-2.911, -5.553, 1.959], [-0.570, -4.937, 1.426], [-0.101, -2.832, 0.206], [-3.199, 0.259, 1.332], [-5.120, 1.813, 1.548], [-6.231, 2.683, -0.478], [-5.448, 1.975, -2.713], [-3.639, 0.292, -2.913]], "mulliken_charge": [-0.47, -1.23, -0.05, -0.88, -0.81, 0.83, 0.65, -0.53, -0.98, -1.17, -0.33, 0.67, 1.11, -0.08, -1.21, -0.83, -0.74, 0.37, 0.34, 0.30, 0.38, 0.07, 0.42, 0.53, 0.28, -0.01, 0.25, 0.41, 0.39, 0.27, 0.33, 0.36, 0.30, 0.32, 0.04, 0.44, 0.23, 0.57, -0.08, -0.22, 0.00, -0.41, -1.54, 1.17, -0.78, -0.56, -0.78, 1.76, -0.56, -1.76, 1.12, 0.44, -0.12, -0.24, 0.40, 0.32, 0.33, 0.35, 0.47, 0.48, 0.84, 0.39, -0.29, -0.56, -0.62, -0.67, -0.76, 0.24, -0.48, -0.71, -0.75, -0.42, -0.18, -0.12, -0.19, -0.63, -0.62, -0.70, -0.59, 0.01, 0.45, 0.37, 0.39, 0.42, 0.41, 0.43, 0.38, 0.45, 0.29, 0.28, 0.42, 0.35, 0.39, 0.41], "s_squared": 6.061, "spin_multiplicity": 5, "charge": -1, "gap_ev": [3.97, 5.51], "e_tot_ev": -87062.3083}